1.
Molecular formula: C14H26N5S2
Method: DFT, ωB97M-V/def2-TZVPD

Summary:
DFT total energy: -1618.70963 Eh
HOMO: -11.89 eV
Kohn-Sham gap: 8.33 eV

```
! wB97M-V def2-TZVPD RIJCOSX def2/J DEFGRID3
* xyz 1 1
C 1.30 -1.76 0.23
C 0.05 -1.02 -0.55
S -1.10 -0.10 0.64
C -2.20 0.93 -0.53
N -3.42 0.08 -0.84
C -4.38 -0.59 0.17
N -5.47 -1.37 -0.53
N -6.46 -2.10 0.12
C -5.25 -1.21 -2.02
C -3.91 -0.29 -2.22
S -3.27 0.10 -3.94
H 2.10 -1.01 0.65
H 1.83 -2.44 -0.59
H 0.96 -2.49 1.09
H -0.52 -1.78 -1.24
H 0.52 -0.21 -1.25
H -2.50 1.96 -0.01
H -1.65 1.16 -1.55
H -4.21 -0.49 1.32
H -6.82 -2.87 -0.49
H -6.02 -2.55 0.98
H -5.91 -1.69 -2.87
H -2.01 0.73 -3.92
C 1.23 3.43 4.20
C 0.37 2.58 5.13
C -0.38 1.47 4.40
C -1.38 1.99 3.45
N -2.16 2.41 2.70
H 0.62 3.96 3.46
H 1.78 4.18 4.78
H 1.96 2.81 3.66
H -0.33 3.23 5.66
H 1.02 2.13 5.88
H -0.89 0.84 5.14
H 0.33 0.82 3.87
C 3.68 -0.64 -3.89
C 5.15 -0.75 -3.53
C 5.41 -1.49 -2.22
C 4.87 -0.77 -1.06
N 4.44 -0.21 -0.14
H 3.13 -0.06 -3.14
H 3.55 -0.15 -4.85
H 3.21 -1.63 -3.95
H 5.59 0.25 -3.49
H 5.66 -1.29 -4.34
H 6.49 -1.62 -2.09
H 4.98 -2.50 -2.27
*
```



2.
Molecular formula: C14H26NO2S
Method: DFT, ωB97M-V/def2-TZVPD

Summary:
DFT total energy: -1152.12347 Eh
HOMO: -1.64 eV
Kohn-Sham gap: 3.58 eV

```
! wB97M-V def2-TZVPD RIJCOSX def2/J DEFGRID3
* xyz -1 1
C -3.11 -0.30 6.26
C -3.11 -0.25 4.85
C -3.38 -0.35 3.22
N -4.83 -0.15 2.81
C -5.10 -0.63 1.40
C -4.35 0.22 0.22
C -2.83 -0.26 -0.13
C -2.67 -1.85 -0.51
C -1.15 -2.30 0.04
C 0.03 -1.35 -0.60
C 1.55 -1.90 -0.21
H -2.94 -0.62 7.39
H -2.93 -1.35 2.76
H -2.78 0.56 2.74
H -4.92 -1.78 1.38
H -6.27 -0.48 1.23
H -4.26 1.34 0.63
H -5.05 0.28 -0.72
H -2.04 0.05 0.71
H -2.49 0.34 -1.10
H -3.42 -2.57 0.02
H -2.75 -2.06 -1.68
H -1.11 -2.30 1.23
H -0.94 -3.41 -0.29
H -0.02 -0.23 -0.21
H -0.06 -1.31 -1.77
H 1.62 -2.17 0.93
H 1.86 -2.82 -0.87
H 2.33 -1.04 -0.46
C 5.15 2.90 -2.19
C 5.55 1.49 -1.75
C 4.33 0.85 -1.10
S 2.90 1.61 -1.85
O 2.20 2.37 -0.83
O 2.23 0.64 -2.69
C 3.80 2.74 -2.88
H 5.89 3.35 -2.85
H 5.04 3.55 -1.31
H 5.85 0.91 -2.63
H 6.40 1.51 -1.07
H 4.31 -0.23 -1.28
H 4.30 1.05 -0.02
H 3.25 3.68 -2.97
H 3.92 2.28 -3.87
*
```



3.
Molecular formula: C14H27AuBrF6NO4S2Si
Method: DFT, ωB97M-V/def2-TZVPD

Summary:
DFT total energy: -5300.09614 Eh
HOMO: -9.46 eV
Kohn-Sham gap: 8.00 eV

```
! wB97M-V def2-TZVPD RIJCOSX def2/J DEFGRID3
* xyz 0 1
Au 2.68 -2.22 -0.23
C -2.45 -0.25 -0.60
C -2.17 0.69 0.58
C -2.10 -0.19 1.83
C -3.37 1.64 0.72
Si -0.52 1.74 0.32
Br 1.49 -0.31 0.12
C 0.25 2.65 1.90
C -0.56 3.90 2.26
C 1.70 3.08 1.64
C 0.27 1.72 3.11
C -0.22 2.54 -1.46
C 1.25 2.96 -1.64
C -1.09 3.79 -1.65
C -0.55 1.55 -2.59
H -3.27 -0.92 -0.34
H -1.58 -0.86 -0.84
H -2.75 0.29 -1.49
H -2.95 -0.87 1.85
H -2.15 0.40 2.74
H -1.19 -0.78 1.84
H -4.28 1.05 0.87
H -3.51 2.25 -0.16
H -3.26 2.30 1.58
H -0.56 4.62 1.45
H -0.10 4.37 3.13
H -1.59 3.66 2.51
H 1.75 3.93 0.96
H 2.27 2.26 1.23
H 2.15 3.39 2.58
H -0.72 1.57 3.52
H 0.88 2.17 3.90
H 0.70 0.76 2.85
H 1.49 3.83 -1.05
H 1.42 3.22 -2.68
H 1.91 2.14 -1.37
H -0.86 4.55 -0.90
H -2.15 3.55 -1.57
H -0.91 4.21 -2.63
H -0.07 0.59 -2.41
H -0.18 1.95 -3.53
H -1.61 1.41 -2.69
F 1.11 -4.16 1.15
C 2.08 -5.07 1.35
F 1.49 -6.22 1.65
F 2.76 -4.66 2.42
S 3.27 -5.31 -0.12
O 3.86 -3.99 -0.32
O 4.15 -6.30 0.37
N 2.37 -5.78 -1.29
S 1.73 -4.74 -2.28
O 2.50 -4.44 -3.44
O 1.13 -3.61 -1.61
C 0.28 -5.81 -2.80
F -0.40 -6.15 -1.71
F -0.56 -5.19 -3.63
F 0.71 -6.91 -3.40
*
```



4.
Molecular formula: C14H27AuO7SSi
Method: DFT, ωB97M-V/def2-TZVPD

Summary:
DFT total energy: -1899.99994 Eh
HOMO: -0.94 eV
Kohn-Sham gap: 5.23 eV

```
! wB97M-V def2-TZVPD RIJCOSX def2/J DEFGRID3
* xyz -2 1
Au -3.59 -0.65 -0.12
C 1.43 -2.27 1.09
C 0.60 -2.32 -0.19
C 1.53 -2.28 -1.41
C -0.25 -3.57 -0.22
O -0.32 -1.23 -0.22
Si -0.26 0.40 -0.30
S -2.16 1.21 -0.27
O 0.75 1.00 0.89
C 0.49 1.54 2.18
C 1.83 1.50 2.92
C 0.01 2.98 2.06
C -0.53 0.70 2.94
O 0.65 0.71 -1.66
C 1.21 1.89 -2.20
C 2.52 2.22 -1.48
C 0.25 3.07 -2.11
C 1.50 1.57 -3.67
H 2.09 -3.14 1.15
H 0.77 -2.27 1.95
H 2.03 -1.35 1.12
H 2.14 -3.18 -1.44
H 2.17 -1.40 -1.38
H 0.93 -2.22 -2.32
H 0.37 -4.47 -0.17
H -0.85 -3.60 -1.13
H -0.97 -3.57 0.60
H 2.59 2.05 2.34
H 2.17 0.47 3.03
H 1.75 1.96 3.91
H 0.75 3.57 1.50
H -0.12 3.43 3.05
H -0.93 3.01 1.52
H -0.19 -0.33 3.02
H -1.49 0.70 2.41
H -0.68 1.10 3.94
H 2.32 2.42 -0.42
H 3.00 3.08 -1.93
H 3.20 1.36 -1.53
H 0.04 3.31 -1.06
H -0.71 2.81 -2.57
H 0.68 3.95 -2.60
H 2.17 0.71 -3.73
H 1.97 2.43 -4.17
H 0.57 1.32 -4.18
O -7.01 -3.20 0.13
C -5.89 -2.67 0.06
O -5.69 -1.42 -0.16
C -4.60 -3.58 0.24
O -4.75 -4.80 0.34
O -3.49 -2.96 0.27
*
```



5.
Molecular formula: C14H27CrN11
Method: DFT, ωB97M-V/def2-TZVPD

Summary:
<S²>: 6.01
DFT total energy: -2196.01112 Eh
HOMO (spin up / spin down): -14.37 / -14.51 eV
Kohn-Sham gap (spin up / spin down): 9.38 / 9.30 eV

```
! wB97M-V def2-TZVPD RIJCOSX def2/J DEFGRID3
* xyz 2 5
Cr 0.53 0.65 0.21
N 0.33 1.02 2.54
C -0.23 2.39 2.54
C 0.61 3.30 1.65
N 0.81 2.78 0.26
C -0.19 3.34 -0.69
C -1.56 2.72 -0.49
N -1.44 1.24 -0.43
C 2.19 3.04 -0.21
C 3.16 2.05 0.42
N 2.70 0.67 0.12
H -0.33 0.40 3.01
H 1.18 1.00 3.11
H -0.27 2.83 3.53
H -1.25 2.32 2.18
H 1.60 3.41 2.10
H 0.17 4.30 1.60
H 0.16 3.10 -1.70
H -0.24 4.43 -0.61
H -2.22 3.02 -1.30
H -2.02 3.07 0.43
H -1.60 0.83 -1.35
H -2.18 0.82 0.13
H 2.49 4.07 0.00
H 2.21 2.91 -1.29
H 3.20 2.16 1.50
H 4.17 2.24 0.05
H 3.17 0.00 0.73
H 2.99 0.42 -0.82
N -5.50 -2.12 1.49
N -4.39 -2.09 0.66
N -4.05 -3.12 -0.07
C -2.90 -2.69 -0.59
N -2.58 -1.46 -0.17
N -3.56 -1.09 0.64
H -6.16 -2.76 1.07
H -5.87 -1.18 1.53
H -2.31 -3.28 -1.27
N 0.81 -3.60 0.47
C 0.43 -2.39 0.92
N 0.55 -1.46 0.00
C 1.05 -2.11 -1.13
C 1.35 -1.60 -2.40
C 1.82 -2.50 -3.33
C 2.00 -3.86 -3.03
C 1.70 -4.37 -1.78
C 1.22 -3.46 -0.84
H 0.77 -4.46 1.01
H 0.04 -2.25 1.91
H 1.19 -0.56 -2.65
H 2.06 -2.15 -4.33
H 2.37 -4.52 -3.79
H 1.82 -5.42 -1.56
*
```



6.
Molecular formula: C14H27N5O
Method: DFT, ωB97M-V/def2-TZVPD

Summary:
DFT total energy: -897.89496 Eh
HOMO: -7.92 eV
Kohn-Sham gap: 7.44 eV

```
! wB97M-V def2-TZVPD RIJCOSX def2/J DEFGRID3
* xyz 0 1
C -4.71 -2.15 -0.93
C -4.94 -0.96 -0.14
H -6.02 -0.73 -0.15
H -4.72 -1.17 0.86
C -4.46 0.20 -0.78
N -3.15 0.56 -0.25
C -2.20 -0.24 -0.86
H -2.51 -0.26 -2.16
C -0.84 0.69 -1.22
N 0.11 0.41 0.01
C -0.33 1.10 1.28
O 0.32 0.80 2.14
C -1.57 1.46 1.27
H -1.62 2.09 2.44
H -1.63 2.48 0.58
C -2.88 0.71 1.24
H -3.64 1.03 1.65
H -2.67 -0.30 1.66
C 1.41 -0.18 -0.21
H 1.31 -0.59 -1.07
C 2.49 0.58 0.05
H 2.34 1.04 1.32
H 3.43 0.09 0.12
C 2.61 1.83 -0.64
C 3.10 1.51 -2.45
H 4.14 0.84 -2.18
H 2.38 0.49 -2.67
H 3.26 2.37 -2.89
C 3.61 2.73 -0.13
H 3.83 3.59 -0.83
H 4.67 2.40 -0.19
H 3.34 3.09 0.61
H 1.73 2.32 -0.86
C 1.28 -1.68 0.72
N 2.16 -2.63 0.24
N 3.41 -2.34 0.21
N 4.49 -2.75 -0.17
H 1.56 -1.27 2.04
H 0.29 -1.96 0.75
H -0.36 0.47 -1.92
H -0.94 1.65 -1.08
H -2.04 -1.02 -0.33
H -5.16 1.16 -0.16
H -4.63 0.30 -1.68
H -5.13 -1.89 -2.12
H -3.55 -2.47 -0.98
H -5.25 -3.13 -0.64
*
```



7.
Molecular formula: C14H28CeCl2O2Si
Method: DFT, ωB97M-V/def2-TZVPD

Summary:
DFT total energy: -2385.74885 Eh
HOMO (spin up / spin down): -0.21 / -0.21 eV
Kohn-Sham gap (spin up / spin down): 4.24 / 4.23 eV

```
! wB97M-V def2-TZVPD RIJCOSX def2/J DEFGRID3
* xyz -2 1
C 0.24 -1.24 -2.39
C 1.11 -0.09 -2.60
C 0.28 1.07 -2.67
C 2.58 -0.15 -2.77
C -1.06 0.68 -2.53
C -1.08 -0.77 -2.35
C -2.30 -1.57 -2.13
C 0.69 -2.64 -2.26
C 0.75 2.44 -2.91
C -2.24 1.56 -2.54
Ce 1.34 1.09 0.84
Cl 3.27 2.47 0.36
Cl 1.85 -1.49 1.15
O -0.68 1.80 0.34
H 2.96 -1.16 -2.59
H 3.10 0.56 -2.10
H 2.84 0.14 -3.82
H 1.65 2.69 -2.33
H -0.03 3.16 -2.63
H 0.98 2.61 -3.98
H -2.10 2.35 -1.79
H -3.15 1.01 -2.30
H -2.36 2.04 -3.52
H -3.03 -1.03 -1.50
H -2.05 -2.50 -1.59
H -2.80 -1.84 -3.09
H 1.54 -2.71 -1.58
H 0.99 -3.04 -3.23
H -0.12 -3.24 -1.87
H -1.53 1.32 0.55
O -2.36 -2.19 1.56
H -1.28 -2.07 1.37
C -1.76 0.76 4.25
Si 0.07 0.59 4.53
C 0.44 1.27 6.22
C 0.40 -1.24 4.52
C 1.10 1.44 3.15
H -2.32 0.42 5.15
H -2.11 0.13 3.40
H -2.09 1.81 4.07
H -0.13 0.73 6.99
H 1.52 1.18 6.46
H 0.18 2.35 6.29
H -0.19 -1.72 3.71
H 1.47 -1.49 4.37
H 0.10 -1.71 5.48
H 0.79 2.51 3.06
H 2.16 1.49 3.39
*
```



8.
Molecular formula: C14H28CeNO4P
Method: DFT, ωB97M-V/def2-TZVPD

Summary:
DFT total energy: -1720.67797 Eh
HOMO (spin up / spin down): -23.58 / -23.58 eV
Kohn-Sham gap (spin up / spin down): 6.37 / 6.38 eV

```
! wB97M-V def2-TZVPD RIJCOSX def2/J DEFGRID3
* xyz 4 1
Ce 0.30 -0.32 1.48
C -2.20 -0.16 0.99
O -3.35 -0.23 1.12
C -0.20 2.25 1.70
O -0.43 3.34 2.04
C 2.58 0.61 1.58
O 3.65 0.99 1.84
C -1.42 1.10 -2.00
P 0.08 0.37 -1.20
H 0.68 -1.56 -2.48
H -2.23 0.38 -1.78
C 1.61 1.03 -2.07
H 1.36 1.01 -3.14
C -1.25 1.16 -3.52
H -0.94 0.21 -3.97
H -0.53 1.94 -3.81
H -2.21 1.44 -3.96
C -1.77 2.44 -1.37
H -1.03 3.21 -1.63
C 0.75 -2.31 -0.44
H -1.86 2.39 -0.28
H -2.74 2.75 -1.77
C -1.32 -2.06 -1.86
H 0.09 -2.43 0.46
H 0.88 -3.35 -0.76
H 1.75 -1.94 -0.16
C 0.07 -1.48 -1.57
H -1.24 -3.15 -1.99
H -1.77 -1.64 -2.77
H -2.01 -1.88 -1.02
C 2.85 0.17 -1.83
H 3.11 0.13 -0.76
H 3.70 0.63 -2.35
H 2.74 -0.86 -2.22
C 1.85 2.48 -1.64
H 2.00 2.55 -0.56
H 1.03 3.15 -1.92
H 2.76 2.85 -2.13
H -0.05 -5.42 0.08
H -0.05 -5.53 0.82
C -0.51 0.63 4.79
C -0.49 -0.84 4.57
N -0.75 -1.69 5.56
O -0.23 -1.34 3.41
H -0.70 0.80 5.86
H -1.33 1.10 4.21
H 0.45 1.09 4.51
H -0.75 -2.70 5.42
H -0.93 -1.35 6.50
*
```